Record 1
# C25H51MgN3O10S3

A molecular structure, C25H51MgN3O10S3 at a distorted geometry (wB97M-V/def2-TZVPD, the Open Molecules 2025 dataset).

Last column: Mulliken charge in e.
Atoms and positions in Å:
Mg 6.294 20.344 31.285  0.44
C 8.318 19.260 33.664  0.44
O 7.773 20.384 33.852  -0.33
O 8.787 19.355 32.525  -0.23
O 7.395 18.501 33.435  -0.27
C 13.376 22.244 29.469  -0.65
C 14.576 22.872 28.905  0.31
N 15.574 23.370 28.482  -0.38
H 13.586 21.941 30.495  0.23
H 13.164 21.358 28.871  0.23
H 12.516 22.913 29.431  0.26
C 14.740 16.191 31.432  -0.71
C 15.316 16.791 30.226  0.30
N 15.818 17.307 29.336  -0.34
H 13.814 16.716 31.665  0.23
H 15.365 16.292 32.319  0.27
H 14.551 15.123 31.323  0.26
C 4.216 15.705 38.879  -0.69
C 4.634 16.427 40.080  0.28
N 4.961 16.994 41.019  -0.34
H 4.428 14.651 39.056  0.25
H 4.786 15.989 37.995  0.25
H 3.171 15.944 38.682  0.25
C 9.048 17.754 26.541  -0.89
S 7.546 18.753 26.200  0.47
O 6.872 19.059 27.526  -0.59
C 8.262 20.398 25.670  -0.93
H 9.607 18.169 27.380  0.29
H 9.627 17.580 25.634  0.35
H 8.719 16.805 26.964  0.31
H 7.472 21.142 25.569  0.33
H 8.656 20.441 24.654  0.38
H 9.077 20.744 26.305  0.28
C 7.312 26.750 31.333  -0.87
S 6.808 26.011 29.730  0.48
O 6.472 24.555 29.984  -0.59
C 5.243 26.997 29.448  -0.93
H 7.213 27.835 31.295  0.34
H 8.377 26.569 31.479  0.30
H 6.592 26.408 32.076  0.30
H 4.550 26.948 30.289  0.30
H 4.708 26.649 28.565  0.32
H 5.498 28.035 29.235  0.35
C 2.316 23.181 34.350  -0.90
S 1.602 21.717 33.375  0.45
O 2.676 21.199 32.371  -0.58
C 1.680 20.558 34.845  -0.91
H 1.759 23.213 35.286  0.33
H 2.168 24.153 33.879  0.32
H 3.353 23.038 34.657  0.30
H 2.710 20.490 35.195  0.29
H 1.345 19.580 34.497  0.31
H 1.038 20.912 35.652  0.37
C 5.974 26.142 41.140  -1.02
C 7.229 26.566 40.341  0.78
O 7.757 27.687 40.450  -0.56
C 7.799 25.553 39.397  -0.98
H 6.180 25.216 41.677  0.32
H 5.143 25.999 40.449  0.29
H 5.717 26.910 41.869  0.28
H 8.656 26.054 38.946  0.27
H 7.176 25.261 38.551  0.32
H 8.036 24.707 40.042  0.29
C 13.059 22.853 36.207  -0.99
C 13.097 21.434 36.743  0.82
O 13.917 20.643 36.288  -0.56
C 12.100 21.077 37.830  -1.06
H 13.777 22.896 35.388  0.29
H 13.385 23.613 36.917  0.30
H 12.036 23.108 35.930  0.30
H 12.292 21.431 38.843  0.30
H 11.997 19.998 37.943  0.31
H 11.108 21.387 37.502  0.29
C 1.426 14.266 31.456  -0.90
C 0.076 13.573 31.674  0.76
O -0.424 13.713 32.780  -0.55
C -0.556 12.644 30.622  -1.00
H 1.310 14.980 30.641  0.30
H 2.013 13.402 31.147  0.27
H 1.765 14.746 32.374  0.25
H -1.485 12.248 31.033  0.27
H 0.197 11.879 30.432  0.30
H -0.667 13.220 29.703  0.31
C 8.357 11.741 34.342  -1.08
C 8.752 12.180 35.763  0.73
O 8.590 11.495 36.780  -0.56
C 9.334 13.582 35.895  -0.87
H 9.240 11.510 33.747  0.30
H 7.817 12.518 33.801  0.32
H 7.828 10.789 34.351  0.32
H 8.843 14.173 36.669  0.30
H 9.209 14.078 34.933  0.28
H 10.409 13.435 35.994  0.26

Calculated values
Net charge ... 0
HOMO energy ... -6.57 eV
Kohn-Sham gap ... 3.5 eV



Record 2
# C20H32B2FNO10S

5 unconnected molecules or ions with the total composition C20H32B2FNO10S at a distorted geometry (wB97M-V/def2-TZVPD, the Open Molecules 2025 dataset).

Last column: natural (NBO) charge in e.
Atoms and positions in Å:
C 2.539 -2.672 2.228  -0.25
O 1.978 -3.401 1.139  -0.71
B 1.377 -2.633 0.171  0.91
O 2.034 -1.802 -0.720  -0.91
B -0.311 -2.709 -0.029  0.61
N -0.928 -3.935 -0.584  -0.67
C -0.846 -4.930 0.099  0.25
S -1.028 -6.039 1.204  0.00
C -1.293 -1.495 0.325  -0.09
C -2.376 -1.884 1.347  -0.65
F -1.896 -1.030 -0.866  -0.37
H 2.865 -1.660 1.963  0.18
H 1.828 -2.595 3.058  0.17
H 3.398 -3.236 2.592  0.20
H 2.676 -1.225 -0.281  0.50
H -0.685 -0.662 0.696  0.17
H -2.096 -1.475 2.319  0.22
H -2.418 -2.970 1.466  0.21
H -3.334 -1.501 0.997  0.23
O 4.357 0.856 0.824  -0.58
C 3.782 1.769 0.303  0.79
C 4.023 2.294 -1.100  -0.53
C 3.319 3.649 -1.067  -0.43
C 2.221 3.402 -0.046  -0.07
O 2.774 2.453 0.886  -0.49
H 3.560 1.612 -1.814  0.24
H 5.087 2.386 -1.299  0.24
H 2.939 3.976 -2.033  0.24
H 4.005 4.413 -0.699  0.21
H 1.329 2.966 -0.498  0.18
H 1.941 4.309 0.486  0.20
O -0.121 4.177 -2.415  -0.58
C -1.008 4.251 -1.612  0.79
C -1.810 3.088 -1.060  -0.53
C -3.007 3.790 -0.425  -0.44
C -2.414 5.137 -0.040  -0.07
O -1.406 5.407 -1.036  -0.49
H -1.205 2.563 -0.318  0.23
H -2.104 2.410 -1.855  0.25
H -3.441 3.256 0.412  0.25
H -3.788 3.931 -1.175  0.20
H -1.933 5.113 0.940  0.18
H -3.150 5.936 -0.048  0.20
O -5.992 3.985 2.748  -0.56
C -6.369 3.159 1.973  0.79
C -7.769 2.591 1.845  -0.53
C -7.540 1.343 0.996  -0.43
C -6.321 1.737 0.174  -0.07
O -5.561 2.616 1.025  -0.50
H -8.399 3.322 1.336  0.24
H -8.180 2.356 2.822  0.25
H -8.394 1.056 0.386  0.22
H -7.292 0.500 1.643  0.21
H -6.590 2.282 -0.734  0.18
H -5.706 0.882 -0.097  0.20
O 4.032 -3.831 0.160  -0.57
C 4.845 -4.308 -0.576  0.80
C 4.914 -5.748 -1.048  -0.53
C 6.330 -5.840 -1.610  -0.43
C 6.583 -4.410 -2.065  -0.07
O 5.841 -3.586 -1.152  -0.49
H 4.156 -5.901 -1.818  0.24
H 4.752 -6.432 -0.220  0.24
H 6.445 -6.572 -2.408  0.22
H 7.025 -6.103 -0.811  0.21
H 6.214 -4.225 -3.077  0.18
H 7.635 -4.137 -2.020  0.20

Calculated values
SMILES ... COB(O)B(N=C=S)[C@H](C)F.O=C1CCCO1.O=C1CCCO1.O=C1CCCO1.O=C1CCCO1
Net charge ... 0
HOMO energy ... -8.66 eV
Kohn-Sham gap ... 9.0 eV



Record 3
# C17H18N4O6S

C17H18N4O6S in the gas phase at a distorted geometry (wB97M-V/def2-TZVPD, the Open Molecules 2025 dataset).

Last column: natural (NBO) charge in e.
Atoms and positions in Å:
C -4.541 -1.981 -3.114  -0.61
C -4.872 -1.109 -1.909  -0.39
C -4.459 -1.776 -0.598  -0.52
C -2.967 -1.842 -0.439  0.82
O -2.165 -1.085 -0.924  -0.62
O -2.614 -2.867 0.365  -0.52
C -1.243 -2.973 0.720  -0.10
C -0.984 -2.252 2.057  -0.24
N -1.399 -0.875 1.992  -0.57
C -0.834 0.091 1.242  0.31
C 0.546 -0.004 0.888  -0.32
C 1.220 0.955 0.184  -0.11
S 2.888 0.919 -0.299  0.35
C 3.454 -0.758 0.261  -0.55
C 4.858 -0.963 -0.156  0.24
C 5.398 -1.421 -1.323  -0.28
C 6.802 -1.375 -1.151  -0.31
C 7.008 -0.888 0.102  0.10
O 5.839 -0.634 0.711  -0.39
C 0.482 2.112 -0.191  0.03
N 0.839 3.194 -0.840  -0.05
O -0.250 3.950 -0.921  -0.10
N -1.317 3.394 -0.342  -0.07
C -0.917 2.236 0.134  0.10
C -1.594 1.214 0.845  -0.06
N -2.982 1.313 0.990  0.52
O -3.583 0.433 1.630  -0.49
O -3.565 2.237 0.467  -0.35
H -4.856 -1.492 -4.032  0.21
H -3.470 -2.157 -3.171  0.21
H -5.048 -2.942 -3.044  0.20
H -4.353 -0.153 -1.996  0.22
H -5.944 -0.911 -1.881  0.21
H -4.824 -1.185 0.248  0.27
H -4.870 -2.782 -0.507  0.23
H -1.022 -4.038 0.812  0.20
H -0.636 -2.524 -0.074  0.21
H -1.577 -2.727 2.840  0.22
H 0.072 -2.344 2.319  0.20
H -2.402 -0.714 2.134  0.44
H 1.067 -0.889 1.207  0.22
H 2.800 -1.490 -0.210  0.24
H 3.376 -0.785 1.347  0.24
H 4.864 -1.751 -2.191  0.23
H 7.547 -1.664 -1.863  0.23
H 7.903 -0.687 0.656  0.21

Calculated values
Relative energy (zero: lowest compared OMol25 entry of this formula, charge and spin) ... 314.13 kJ/mol
SMILES ... CCCC(=O)OCCNc1cc(SCc2ccco2)c2nonc2c1[N+](=O)[O-]
Net charge ... 0
HOMO energy ... -8.63 eV
Kohn-Sham gap ... 7.7 eV



Record 4
# C36H42BiCl5N3O3P2S4

A molecular structure, C36H42BiCl5N3O3P2S4 at a distorted geometry (wB97M-V/def2-TZVPD, the Open Molecules 2025 dataset).

Last column: Mulliken charge in e.
Atoms and positions in Å:
Bi 12.801 12.752 11.510  1.94
C 15.045 15.482 6.201  -0.80
S 13.960 14.099 6.580  0.02
C 13.827 13.955 8.331  0.31
S 12.621 12.836 8.825  -0.45
N 14.574 14.688 9.075  -1.65
N 14.359 14.602 10.426  1.15
C 14.884 15.573 11.077  -1.72
C 14.663 15.662 12.535  1.12
C 15.361 16.598 13.268  -0.89
C 15.061 16.774 14.615  -0.79
C 14.092 15.974 15.193  -1.02
C 13.463 15.033 14.363  -1.15
N 13.729 14.863 13.074  1.06
H 14.742 15.904 5.263  0.36
H 16.081 15.142 6.124  0.27
H 14.941 16.241 6.970  0.23
H 15.374 16.394 10.542  0.39
H 16.143 17.200 12.776  0.52
H 15.629 17.508 15.206  0.47
H 13.784 16.084 16.228  0.54
H 12.709 14.374 14.789  0.52
Cl 11.214 7.074 6.909  -0.19
C 11.861 8.029 8.186  0.40
C 11.031 8.874 8.904  -0.02
Cl 9.352 8.902 8.602  -0.19
C 11.590 9.741 9.821  0.94
Cl 10.551 10.824 10.713  0.09
C 12.959 9.794 10.097  -2.27
O 13.464 10.611 10.990  -0.01
C 13.744 8.863 9.415  0.66
Cl 15.409 8.769 9.878  -0.18
C 13.228 8.000 8.467  -0.04
Cl 14.285 7.002 7.573  -0.18
C 16.574 11.827 10.998  -1.27
P 15.400 12.086 12.410  1.27
C 16.548 13.020 13.487  -1.59
C 15.280 10.522 13.360  -0.61
C 14.293 10.595 14.527  -1.43
P 12.567 10.838 13.905  1.47
C 11.563 10.976 15.417  -1.40
C 12.094 9.130 13.437  -1.39
H 17.430 11.248 11.367  0.42
H 16.906 12.813 10.662  0.40
H 16.056 11.322 10.204  0.20
H 17.410 12.379 13.634  0.60
H 16.108 13.260 14.458  0.29
H 16.841 13.946 13.010  0.40
H 16.283 10.279 13.725  0.72
H 14.970 9.760 12.644  0.21
H 14.531 11.427 15.195  0.38
H 14.318 9.686 15.149  0.65
H 11.771 10.169 16.133  0.48
H 10.508 10.933 15.122  0.38
H 11.746 11.944 15.906  0.35
H 12.156 8.476 14.300  0.54
H 12.758 8.762 12.640  0.24
H 11.060 9.168 13.060  0.32
O 10.469 13.570 12.859  -0.19
S 8.996 13.342 12.975  -0.08
C 8.265 14.941 13.450  -0.99
C 8.462 16.107 12.453  0.27
C 9.361 17.272 12.957  -1.46
C 10.871 16.996 13.020  -0.18
S 11.800 16.768 11.476  0.62
O 11.485 15.418 10.893  -0.76
C 11.031 18.036 10.478  0.23
C 10.173 17.687 9.468  -0.25
C 9.452 18.676 8.843  -0.94
C 9.613 20.002 9.232  -0.38
C 10.514 20.364 10.228  -0.80
C 11.255 19.364 10.855  -0.26
C 8.333 13.156 11.333  0.65
C 9.062 13.570 10.232  1.10
C 8.589 13.315 8.963  -1.35
C 7.377 12.678 8.802  -0.72
C 6.613 12.282 9.908  -0.73
C 7.102 12.511 11.182  -0.91
H 8.754 15.150 14.404  0.56
H 7.217 14.754 13.663  0.49
H 7.481 16.548 12.277  0.51
H 8.823 15.740 11.493  -0.30
H 9.048 17.524 13.959  0.64
H 9.213 18.146 12.306  0.30
H 11.127 16.072 13.555  -0.07
H 11.403 17.798 13.517  0.73
H 10.032 16.648 9.236  0.45
H 8.717 18.449 8.086  0.44
H 9.030 20.763 8.705  0.38
H 10.649 21.397 10.482  0.45
H 11.966 19.616 11.656  0.38
H 10.016 14.066 10.383  0.29
H 9.197 13.577 8.102  0.53
H 6.967 12.459 7.817  0.41
H 5.647 11.780 9.740  0.38
H 6.560 12.144 12.047  0.48

Calculated values
Relative energy (zero: lowest compared OMol25 entry of this formula, charge and spin) ... 0.00 kJ/mol
Net charge ... +1
HOMO energy ... -10.08 eV
Kohn-Sham gap ... 7.1 eV



Record 5
# C5H10N2

A molecular structure, C5H10N2 at a distorted geometry (wB97M-V/def2-TZVPD, the Open Molecules 2025 dataset).

Last column: natural (NBO) charge in e.
Atoms and positions in Å:
C -2.017 0.863 -0.364  -0.15
C -2.224 -0.428 0.269  -0.29
C 1.783 1.276 0.315  -0.44
C 1.212 -1.514 -0.191  -0.68
N 0.447 0.834 -0.028  -0.53
C 0.166 -0.415 -0.231  0.43
N -1.078 -0.823 -0.569  -0.45
H -1.708 1.725 0.203  0.23
H -2.302 1.014 -1.394  0.21
H -2.055 -0.458 1.345  0.20
H -3.106 -0.978 -0.049  0.21
H 1.737 2.308 0.668  0.20
H 2.274 0.686 1.098  0.18
H 2.438 1.260 -0.566  0.19
H 0.785 -2.470 -0.487  0.23
H 1.598 -1.615 0.827  0.23
H 2.052 -1.266 -0.845  0.23

Calculated values
Relative energy (zero: lowest compared OMol25 entry of this formula, charge and spin) ... 320.65 kJ/mol
Net charge ... 0
HOMO energy ... -8.46 eV
Kohn-Sham gap ... 9.2 eV



Record 6
# C14H21O5PSn

A molecular structure, C14H21O5PSn at a distorted geometry (wB97M-V/def2-TZVPD, the Open Molecules 2025 dataset).

Last column: natural (NBO) charge in e.
Atoms and positions in Å:
O 3.782 -1.826 -2.668  -0.35
C 3.408 -1.047 -1.924  0.52
Sn 2.409 0.700 -0.209  0.92
O 5.345 2.202 0.221  -0.26
C 4.328 1.677 0.066  0.52
C 1.809 2.262 1.244  0.47
O 1.435 3.072 2.012  -0.35
C 2.874 -0.346 1.447  0.22
O 3.089 -0.967 2.405  -0.33
C 2.053 2.143 -1.578  0.23
O 1.783 2.954 -2.365  -0.33
C 0.193 -2.696 -1.085  -0.61
C -0.762 -1.504 -1.086  -0.47
C -2.169 -1.958 -0.631  -0.63
P -0.001 -0.033 -0.201  0.97
C -0.877 1.417 -1.108  -0.46
C -2.348 1.140 -1.411  -0.62
C -0.796 2.771 -0.404  -0.63
C -0.313 -0.331 1.669  -0.46
C -1.740 0.017 2.063  -0.63
C 0.079 -1.746 2.159  -0.63
H 0.318 -3.120 -0.084  0.22
H 1.158 -2.412 -1.482  0.19
H -0.232 -3.472 -1.726  0.26
H -0.822 -1.162 -2.131  0.25
H -2.148 -2.440 0.353  0.22
H -2.942 -1.183 -0.609  0.24
H -2.517 -2.720 -1.337  0.26
H -0.363 1.470 -2.094  0.24
H -2.905 1.029 -0.478  0.22
H -2.752 2.007 -1.936  0.26
H -2.490 0.299 -2.075  0.23
H 0.202 3.190 -0.300  0.20
H -1.351 3.500 -1.002  0.26
H -1.265 2.722 0.586  0.23
H 0.341 0.394 2.180  0.21
H -2.474 -0.664 1.617  0.23
H -1.818 -0.082 3.150  0.26
H -1.982 1.038 1.802  0.22
H 1.073 -2.060 1.863  0.21
H 0.034 -1.735 3.259  0.26
H -0.643 -2.501 1.826  0.23

Calculated values
Relative energy (zero: lowest compared OMol25 entry of this formula, charge and spin) ... 171.24 kJ/mol
Net charge ... +2
HOMO energy (spin up / spin down) ... -14.27 / -14.25 eV
Kohn-Sham gap (spin up / spin down) ... 5.6 / 5.5 eV



Record 7
# C6H12N2O

C6H12N2O in the gas phase at a distorted geometry (wB97M-V/def2-TZVPD, the Open Molecules 2025 dataset).

Last column: natural (NBO) charge in e.
Atoms and positions in Å:
C -0.992 2.022 -0.196  -0.40
N -0.518 0.787 -0.629  -0.67
C -0.079 -0.111 0.411  0.03
C 1.313 0.319 0.853  -0.44
C 2.168 -0.262 -0.311  -0.10
O 1.241 -1.020 -1.177  -0.51
C 0.390 -1.519 -0.157  0.04
C -1.001 -1.397 0.368  0.01
N -2.230 -1.408 -0.393  -0.79
H -1.208 2.685 -1.033  0.20
H -0.386 2.564 0.497  0.16
H -2.024 1.917 0.250  0.18
H 0.118 0.795 -1.384  0.38
H 1.462 1.382 0.852  0.22
H 1.656 -0.194 1.794  0.22
H 2.490 0.587 -1.014  0.18
H 3.051 -0.841 -0.084  0.19
H 0.938 -2.105 0.595  0.16
H -1.024 -2.083 1.238  0.22
H -3.002 -1.588 0.300  0.36
H -2.363 -0.531 -0.781  0.38

Calculated values
Relative energy (zero: lowest compared OMol25 entry of this formula, charge and spin) ... 499.57 kJ/mol
SMILES ... CN[C@]12CCO[C@@H]1[C@@H]2N
Net charge ... 0
HOMO energy ... -8.26 eV
Kohn-Sham gap ... 9.2 eV



Record 8
# C5H3NO

C5H3NO in the gas phase at a distorted geometry (wB97M-V/def2-TZVPD, the Open Molecules 2025 dataset).

Last column: natural (NBO) charge in e.
Atoms and positions in Å:
C 2.509 -0.727 1.936  -0.18
C 1.568 -0.139 1.422  -0.11
C 0.361 0.826 0.866  0.67
O -0.332 1.322 1.700  -0.46
N -0.340 1.098 -0.551  -0.47
C -0.955 0.333 -1.206  0.42
C -1.786 -0.257 -1.988  -0.63
H 3.029 -1.552 2.331  0.24
H -1.404 -0.373 -3.010  0.26
H -2.650 -0.532 -1.500  0.25

Calculated values
Relative energy (zero: lowest compared OMol25 entry of this formula, charge and spin) ... 448.56 kJ/mol
SMILES ... C#CC(=O)N=C=C
Net charge ... 0
HOMO energy ... -9.20 eV
Kohn-Sham gap ... 9.1 eV